A cluster of 9 separate species, C42H91O32P5 in total in a non-equilibrium geometry, computed with ωB97M-V/def2-TZVPD.

XYZ file:
```
170
Properties=species:S:1:pos:R:3:forces:R:3:mulliken_charge:R:1
C -22.6124 1.9885 0.7643 -2.207 0.581 -0.069 0.879
C -22.9622 3.4842 0.6846 -0.339 -0.117 -0.048 1.033
O -22.0029 4.1233 1.5252 0.100 -0.143 0.143 -0.367
C -21.3482 3.1846 2.2519 0.231 0.400 -1.202 0.433
O -20.4914 3.4277 3.0357 -0.103 -0.139 0.467 -0.576
O -21.7205 1.9527 1.8612 0.578 -0.717 0.087 0.000
H -22.3710 1.5238 -0.1895 1.235 0.112 0.280 -0.458
H -23.5418 1.4736 1.0266 0.228 -0.185 0.308 -0.182
H -23.9504 3.6625 1.1121 0.037 0.064 -0.012 -1.053
H -22.9411 3.9089 -0.3133 0.271 0.067 -0.089 0.151
C -24.8975 8.1258 -4.2332 0.339 -0.576 -0.111 -0.323
C -23.7913 7.5292 -5.1323 -0.675 0.138 0.143 -0.298
O -23.0364 6.7034 -4.2516 0.465 0.289 -0.049 -0.338
C -23.5918 6.6782 -3.0294 -0.251 -0.065 0.024 0.646
O -23.1896 6.0382 -2.1118 0.045 -0.049 0.083 -0.462
O -24.6946 7.4511 -2.9897 -0.172 0.027 0.186 -0.326
H -25.8721 7.8587 -4.6334 -0.158 0.241 0.218 0.251
H -24.8024 9.1915 -4.0474 -0.057 0.061 -0.174 0.285
H -23.1992 8.3231 -5.5787 0.356 -0.267 -0.029 0.280
H -24.2149 6.8683 -5.8853 0.068 0.174 -0.216 0.263
C -19.4624 2.7710 -4.8803 0.646 0.445 -0.226 -0.228
C -18.7607 1.4091 -4.8965 -1.921 -0.296 0.525 -0.359
O -19.4174 0.7878 -3.7548 1.198 -0.215 0.263 -0.310
C -19.8564 1.7228 -2.9013 -0.432 0.010 -0.405 0.620
O -20.2357 1.5016 -1.7996 -0.099 0.160 0.284 -0.451
O -19.8947 2.9237 -3.5229 -0.090 -0.030 -0.074 -0.289
H -20.2808 2.8269 -5.5972 -0.314 -0.076 0.315 0.169
H -18.7967 3.6094 -5.0727 0.101 -0.084 -0.136 0.350
H -17.6827 1.4839 -4.8024 0.056 -0.333 0.193 0.215
H -19.1310 0.7307 -5.6580 0.714 0.400 -0.745 0.282
C -24.5310 6.5702 1.3953 -1.174 1.589 -0.694 0.352
C -24.0881 8.0516 1.4053 -0.369 -0.279 -0.970 -0.296
O -23.2624 8.1627 2.5465 0.233 -0.372 0.080 -0.370
C -23.2843 6.9837 3.2487 -0.570 1.038 -0.348 0.477
O -22.7110 6.7975 4.2601 0.324 -0.214 0.312 -0.510
O -24.1573 6.1337 2.6729 0.267 -1.140 0.032 -0.026
H -24.1777 6.0123 0.5318 0.726 -0.332 0.394 -0.138
H -25.6204 6.5780 1.2967 0.009 -0.350 0.325 0.116
H -24.9648 8.7013 1.4426 0.132 0.129 0.565 0.256
H -23.5743 8.3341 0.4853 0.422 -0.112 0.234 0.251
C -23.6845 -2.0479 0.4593 -0.313 0.743 0.862 -0.845
C -24.6508 -2.7019 -0.4784 -0.279 -0.199 0.550 -0.519
O -24.2749 -4.1067 -0.5812 -0.371 0.412 -0.548 0.689
P -25.0536 -4.9611 -1.6877 0.250 -0.129 0.459 0.281
O -25.7066 -4.2201 -2.7581 -0.159 0.348 0.017 -0.795
O -25.9745 -5.9139 -0.8142 0.156 -0.190 0.019 -0.305
C -26.9990 -5.4470 0.0529 -0.949 -0.028 0.332 -0.174
C -28.0221 -4.5457 -0.6184 0.522 -0.056 -0.367 -0.870
O -23.9740 -5.9496 -2.2174 0.266 -0.341 -0.562 -0.291
C -23.1112 -6.7703 -1.4259 0.332 -0.050 0.035 0.322
C -23.4410 -8.2363 -1.5724 -0.241 -0.058 1.078 -1.333
H -23.8240 -2.4255 1.4749 0.332 -0.550 -0.173 0.258
H -22.6389 -2.1153 0.1691 0.019 -0.064 -0.023 0.342
H -23.9570 -0.9995 0.6272 0.133 0.071 -0.638 0.037
H -25.6462 -2.6489 -0.0229 -0.008 -0.063 -0.089 0.294
H -24.7439 -2.2615 -1.4694 0.312 -0.092 -0.020 0.195
H -27.5159 -6.3459 0.3899 0.152 -0.089 -0.004 0.425
H -26.6164 -4.9560 0.9534 0.460 -0.051 -0.174 0.121
H -28.2610 -4.9477 -1.6030 -0.224 -0.052 0.073 0.284
H -28.9090 -4.4928 0.0088 -0.063 0.140 -0.037 0.450
H -27.6059 -3.5536 -0.7973 -0.175 0.069 0.121 0.005
H -22.0951 -6.6037 -1.7860 -0.050 0.230 -0.001 0.213
H -23.1545 -6.4391 -0.3871 -0.029 -0.103 0.036 0.039
H -24.4784 -8.4080 -1.2782 -0.089 -0.021 -0.441 0.311
H -23.1984 -8.6513 -2.5448 -0.180 0.090 -0.134 0.317
H -22.8731 -8.7747 -0.8062 0.217 -0.025 -0.212 0.377
C -25.9634 3.4785 3.7142 1.253 0.637 -0.586 -0.987
C -26.4240 3.3990 2.2764 -0.007 0.516 -0.098 0.532
O -27.8412 3.6342 2.2481 -0.196 0.046 -0.497 -0.068
P -28.9310 2.5363 2.5747 -0.031 0.315 0.201 0.619
O -28.7141 1.2783 1.8830 0.270 -0.808 -0.092 -0.694
O -28.9935 2.4663 4.1526 -0.338 -0.106 -0.241 -0.303
C -29.7899 3.3833 4.9278 0.585 0.517 0.488 -0.050
C -29.0118 3.7598 6.1686 0.579 0.603 0.399 -1.253
O -30.2834 3.2661 2.2232 -0.414 0.468 0.025 -0.379
C -30.7470 3.2978 0.8620 0.141 -1.019 -0.447 -0.113
C -30.1647 4.4431 0.0887 0.227 1.034 -0.068 -0.749
H -24.8655 3.4850 3.6917 -0.066 -0.661 0.258 0.262
H -26.1406 4.4465 4.1844 -0.618 -0.022 -0.156 0.121
H -26.4023 2.6736 4.2928 0.250 -0.086 0.167 0.504
H -26.0370 4.1579 1.5926 0.150 0.399 0.551 -0.202
H -26.0817 2.4897 1.7708 -0.735 -0.455 0.342 0.060
H -29.9661 4.3238 4.4054 -0.132 -0.248 -0.401 0.247
H -30.7499 2.9230 5.1465 0.025 -0.164 0.014 0.326
H -28.2132 4.4812 5.9599 -0.100 -0.111 -0.444 0.252
H -29.6487 4.3117 6.8642 -0.146 -0.389 0.121 0.409
H -28.4809 2.9463 6.6627 -0.523 -0.280 0.056 0.305
H -30.4537 2.3498 0.3995 0.060 0.059 0.022 0.114
H -31.8350 3.2810 0.8738 -0.009 0.280 0.266 0.302
H -29.1244 4.6041 0.3713 0.060 -0.219 -0.083 0.041
H -30.1971 4.2905 -0.9903 -0.106 -0.220 0.039 0.340
H -30.6594 5.3985 0.2854 -0.152 -0.141 0.104 0.298
C -21.9959 -0.4895 4.7332 -0.111 0.386 0.227 -1.139
C -21.2699 -1.0120 3.5192 0.241 1.132 -0.506 0.128
O -21.7659 -2.2987 3.1507 -0.138 -0.017 0.058 0.337
P -20.8730 -3.5843 3.0018 0.282 0.506 -0.273 0.435
O -19.9910 -3.9134 4.1139 0.030 -0.222 0.437 -0.797
O -21.9418 -4.6542 2.5685 -0.042 -0.509 -0.240 -0.123
C -23.1480 -4.9702 3.2892 0.381 0.828 0.751 -0.080
C -22.9609 -5.0208 4.8019 -0.398 -0.152 -0.326 -1.255
O -20.0922 -3.2886 1.6557 -0.141 -0.031 -0.052 -0.227
C -19.4505 -4.3571 0.9468 -0.216 0.014 -0.583 -0.710
C -20.1790 -4.5642 -0.3821 -0.470 0.256 0.419 -0.325
H -21.4940 0.4052 5.1090 0.050 -0.034 -0.061 0.252
H -23.0068 -0.1775 4.4609 -0.027 -0.145 0.009 0.291
H -22.0722 -1.1938 5.5609 0.189 -0.174 -0.122 0.307
H -21.4533 -0.3250 2.6873 -0.403 -0.254 -0.056 -0.095
H -20.1803 -0.9285 3.5664 0.011 -0.805 0.578 0.379
H -23.8495 -4.1535 3.1044 -0.175 -0.249 -0.389 0.122
H -23.4894 -5.9171 2.8857 -0.143 0.028 -0.088 0.453
H -22.5861 -4.0725 5.1823 0.221 -0.065 -0.028 0.216
H -23.9602 -5.1380 5.2301 0.080 -0.220 0.086 0.439
H -22.3190 -5.8444 5.1043 0.065 0.081 0.124 0.317
H -18.4275 -4.0376 0.7619 0.101 -0.099 0.172 0.415
H -19.4446 -5.2750 1.5335 0.022 0.060 0.149 0.388
H -20.1584 -5.6092 -0.6858 0.376 0.081 -0.314 0.305
H -21.2377 -4.3180 -0.2616 0.015 -0.077 0.197 -0.186
H -19.8085 -3.8671 -1.1323 0.162 -0.306 -0.210 0.335
C -21.8796 -1.8154 -4.1450 -0.118 -0.010 0.108 -1.688
C -22.6051 -1.2220 -2.9580 -0.602 0.007 -0.229 1.841
O -23.9603 -0.9178 -3.4128 0.106 0.056 0.233 -0.200
P -24.7323 0.3504 -2.8511 0.319 -1.075 0.025 -0.611
O -24.3552 0.7282 -1.4821 0.067 0.393 0.039 0.968
O -24.5100 1.4372 -3.9692 0.100 0.078 -0.128 -0.345
C -23.8512 2.6892 -3.7221 -0.299 0.531 -0.533 0.430
C -23.6103 3.3742 -5.0540 0.214 0.326 -0.380 -1.542
O -26.2277 -0.0988 -3.0580 0.266 0.355 -0.281 -0.341
C -26.9730 -0.6058 -1.9613 -1.614 -0.048 1.304 0.462
C -28.2017 0.2867 -1.7597 0.635 0.689 -0.482 -1.548
H -20.8167 -1.9569 -3.9510 0.033 0.238 0.049 0.334
H -22.2847 -2.7955 -4.3973 -0.174 0.078 -0.026 0.418
H -22.0443 -1.1389 -4.9844 0.273 -0.112 -0.132 0.358
H -22.7275 -1.9360 -2.1442 0.290 0.086 0.043 -0.596
H -22.1612 -0.2989 -2.5843 0.255 -0.139 0.053 -0.406
H -24.5555 3.3134 -3.1699 0.304 -0.008 0.379 0.196
H -22.9076 2.5943 -3.1852 -0.159 -0.363 0.226 -0.018
H -24.5400 3.8007 -5.4347 0.026 -0.070 -0.095 0.368
H -22.8854 4.1839 -4.9420 -0.179 0.119 0.292 0.324
H -23.1801 2.7524 -5.8423 -0.192 -0.409 0.253 0.409
H -27.3408 -1.6167 -2.1445 0.498 -0.078 -0.506 0.302
H -26.4077 -0.6263 -1.0301 0.338 0.069 -0.193 -0.085
H -27.8949 1.2613 -1.3678 0.057 -0.042 -0.024 0.273
H -28.6006 0.4617 -2.7610 -0.394 -0.047 0.152 0.362
H -28.9592 -0.0831 -1.0733 0.090 -0.391 -0.082 0.428
C -16.0955 8.4076 9.2962 0.519 -0.155 0.157 -0.950
C -17.5128 8.3810 8.7862 -0.399 -0.012 0.534 -0.294
O -17.6258 7.7628 7.5037 -0.089 0.071 -0.072 -0.358
P -18.0416 6.2289 7.4377 -0.041 0.618 0.530 1.000
O -18.9258 5.7980 8.5265 0.026 -0.219 0.085 -0.721
O -16.6468 5.4632 7.3836 -0.219 -0.193 0.102 -0.252
C -16.2441 4.6079 8.4526 0.896 -0.265 0.725 -0.301
C -15.7624 3.2795 7.8984 0.164 0.090 -0.585 -0.995
O -18.5967 6.1862 5.9913 -0.059 0.039 -0.468 -0.433
C -19.4406 5.1122 5.4973 1.038 -0.847 0.227 -0.035
C -18.9584 3.7351 5.9385 -0.799 -0.150 -0.007 -0.888
H -15.7153 7.4161 9.5563 -0.309 -0.077 0.071 0.165
H -15.3623 8.7836 8.5807 -0.286 0.330 -0.095 0.258
H -16.0700 9.0148 10.2039 0.127 0.023 -0.053 0.391
H -18.1574 7.8659 9.5042 0.106 -0.231 -0.092 0.318
H -17.9540 9.3781 8.7397 0.294 0.092 -0.470 0.356
H -15.4102 5.0848 8.9798 -0.051 0.190 -0.152 0.303
H -17.0058 4.4729 9.2195 -0.439 0.094 -0.419 0.409
H -16.2805 3.1016 6.9569 -0.218 -0.313 0.190 0.191
H -14.7058 3.3032 7.6249 0.030 0.101 0.162 0.321
H -15.9159 2.4565 8.5927 -0.101 -0.010 -0.011 0.309
H -20.4550 5.2677 5.8496 -0.105 0.278 -0.328 0.165
H -19.2954 5.1385 4.4244 -0.632 0.377 -0.097 0.245
H -19.0724 3.5981 7.0152 0.366 0.060 0.029 0.473
H -19.6388 3.0115 5.4814 0.074 0.038 -0.100 0.227
H -17.9599 3.5058 5.5761 0.102 0.109 0.152 0.107
```
Positions in Å, forces in eV/Å.

Values from the calculation:
* energy above the lowest of the compared OMol25 structures with the same formula, charge and spin: 0.0 kcal/mol
* total charge: 0
* HOMO level: -9.80 eV
* frontier orbital gap: 9.785 eV
* strongest force on any atom: 0.04440 Eh/bohr
* E_tot: -157008.0616 eV